Version P
49
Properties=species:S:1:pos:R:3 method="wB97M-V/def2-TZVPD" smiles="CO[C@@H](c1ccccc1)c1nnc(CCC(=O)NCCC(C)C)o1" spin_multiplicity=1 homo_lumo_gap_ev=10.052 e_lumo_ev=0.642
C 3.504 2.285 -1.981
H 3.935 3.185 -1.526
O 2.200 2.057 -1.498
C 2.150 1.768 -0.114
C 2.627 0.368 0.118
N 3.849 -0.004 0.315
N 3.847 -1.352 0.381
C 2.624 -1.738 0.221
O 1.792 -0.688 0.037
C 2.107 -3.126 0.249
H 1.862 -3.378 1.286
C 0.832 -3.259 -0.585
H 1.005 -2.933 -1.612
H 0.523 -4.306 -0.596
C -0.277 -2.443 0.078
O -0.503 -2.521 1.267
N -0.977 -1.654 -0.760
H -0.713 -1.590 -1.730
C -2.008 -0.752 -0.300
C -3.341 -1.008 -0.999
H -3.180 -0.972 -2.080
H -3.697 -2.009 -0.747
C -4.408 0.026 -0.624
C -5.632 -0.138 -1.525
H -5.361 -0.016 -2.571
H -6.388 0.604 -1.279
H -6.067 -1.126 -1.395
C -4.817 -0.097 0.841
H -5.199 -1.095 1.044
H -5.599 0.622 1.074
H -3.974 0.090 1.499
H -3.987 1.025 -0.786
H -2.090 -0.913 0.776
H -1.690 0.281 -0.478
H 2.896 -3.795 -0.092
C 0.749 1.967 0.419
C -0.206 2.640 -0.328
C -1.473 2.851 0.191
C -1.795 2.386 1.454
C -0.845 1.708 2.200
C 0.424 1.503 1.688
H 1.165 0.984 2.279
H -1.089 1.339 3.184
H -2.783 2.553 1.857
H -2.209 3.382 -0.395
H 0.053 2.995 -1.313
H 2.846 2.435 0.426
H 4.166 1.438 -1.777
H 3.406 2.428 -3.055

Version Q
49
Properties=species:S:1:pos:R:3 method="wB97M-V/def2-TZVPD" smiles="CN(C)C(=O)COc1ccc([C@H]2CCC[C@H]3NNC[C@H]23)cc1C=O" spin_multiplicity=1 homo_lumo_gap_ev=8.168 e_lumo_ev=-0.036
O 2.300 -2.820 0.686
O -4.740 -2.674 0.104
O -1.398 -3.415 -0.646
C 1.180 -2.983 0.192
C -3.669 -3.160 0.429
C -1.778 -0.979 -0.894
C -1.218 0.316 -0.809
C 0.844 -0.564 -0.045
C -0.999 -2.094 -0.589
C 0.315 -1.875 -0.154
C 0.090 0.581 -0.377
N -3.229 -2.998 1.771
N 2.974 2.513 -3.281
N 3.471 3.405 -2.285
C -2.816 -3.718 -0.722
C -3.976 -2.167 2.686
C -2.012 -3.624 2.283
C 1.866 1.767 -2.719
C 1.869 3.632 1.223
C 1.241 2.240 1.198
C 2.982 3.827 0.219
C 0.700 1.950 -0.241
C 2.499 3.451 -1.202
C 1.923 2.063 -1.214
H 0.877 -4.019 0.126
H -2.823 -1.047 -1.140
H -1.849 1.149 -1.106
H 1.902 -0.476 0.258
H 2.706 2.988 -4.164
H 4.405 3.100 -1.921
H -3.168 -3.416 -1.660
H -2.948 -4.798 -0.681
H -4.241 -1.230 2.205
H -3.414 -1.869 3.598
H -4.888 -2.681 3.038
H -1.154 -2.946 2.145
H -2.154 -3.834 3.345
H -1.778 -4.553 1.753
H 2.031 0.688 -2.929
H 0.915 2.006 -3.215
H 1.116 4.397 1.042
H 2.248 3.833 2.241
H 0.446 2.236 1.925
H 1.978 1.511 1.525
H 3.250 4.903 0.268
H 3.816 3.182 0.466
H -0.071 2.706 -0.444
H 1.691 4.085 -1.502
H 2.690 1.410 -0.787

Which structure is the least stable? The one labeled version Q.

Version P
67
Properties=species:S:1:pos:R:3 method="wB97M-V/def2-TZVPD" spin_multiplicity=1 total_charge=+1 homo_lumo_gap_ev=8.027 e_lumo_ev=-2.299
Pb 0.248 -0.524 1.154
N 0.922 -4.500 -0.613
C -0.188 -4.804 0.136
C -1.026 -3.743 -0.010
N -0.460 -2.799 -0.838
C 0.711 -3.288 -1.185
C 1.699 -2.621 -2.027
N 1.436 -1.785 -3.007
C 2.653 -1.398 -3.510
C 3.657 -2.014 -2.830
N 3.037 -2.799 -1.891
H 1.691 -5.122 -0.795
H -0.277 -5.724 0.684
H -1.994 -3.593 0.435
H 2.732 -0.700 -4.325
H 4.727 -1.962 -2.922
H 3.499 -3.302 -1.153
C -4.342 -0.704 0.813
C -4.759 0.136 1.835
C -3.817 0.778 2.621
C -2.454 0.581 2.396
C -2.018 -0.268 1.366
C -2.984 -0.896 0.586
C -1.433 1.298 3.218
C -1.786 2.122 4.317
C -0.816 2.780 5.006
C 0.539 2.663 4.618
C 1.590 3.345 5.272
C 2.875 3.208 4.833
C 3.157 2.390 3.719
C 2.162 1.713 3.072
C 0.827 1.830 3.519
N -0.167 1.153 2.870
H -5.080 -1.218 0.207
H -5.813 0.292 2.022
H -4.167 1.437 3.403
H -2.687 -1.556 -0.222
H -2.818 2.221 4.612
H -1.071 3.406 5.852
H 1.355 3.978 6.118
H 3.680 3.731 5.331
H 4.178 2.304 3.368
H 2.386 1.112 2.198
S 0.066 1.421 -0.614
C 1.752 1.502 -1.145
C 2.098 2.325 -2.222
C 3.428 2.440 -2.575
C 4.382 1.722 -1.864
C 3.942 0.914 -0.832
N 2.663 0.800 -0.471
H 1.330 2.883 -2.740
H 3.721 3.090 -3.390
H 5.435 1.792 -2.097
H 4.650 0.333 -0.250
N -3.851 -1.347 -2.926
C -3.435 -0.021 -3.375
C -2.006 -0.105 -3.890
N -1.147 -0.614 -2.801
H -4.612 -1.286 -2.264
H -1.597 -1.408 -2.334
H -4.171 -1.915 -3.701
H -3.464 0.657 -2.519
H -4.068 0.412 -4.155
H -1.634 0.868 -4.205
H -1.933 -0.796 -4.729
H -0.195 -0.936 -3.081
H -0.957 0.109 -2.075

Version Q
67
Properties=species:S:1:pos:R:3 method="wB97M-V/def2-TZVPD" spin_multiplicity=1 total_charge=+1 homo_lumo_gap_ev=7.684 e_lumo_ev=-2.304
Pb 0.214 -0.250 0.259
N -2.061 3.614 1.790
C -1.742 3.293 3.090
C -1.984 1.958 3.205
N -2.440 1.453 2.013
C -2.473 2.468 1.187
C -2.874 2.345 -0.211
N -3.387 1.250 -0.724
C -3.607 1.521 -2.055
C -3.218 2.791 -2.342
N -2.748 3.306 -1.156
H -2.031 4.539 1.400
H -1.390 4.028 3.791
H -1.846 1.325 4.066
H -4.029 0.791 -2.724
H -3.228 3.362 -3.253
H -2.356 4.224 -1.040
C 1.343 -4.543 -0.923
C 2.379 -4.365 -1.826
C 2.782 -3.081 -2.158
C 2.152 -1.974 -1.590
C 1.113 -2.140 -0.661
C 0.723 -3.439 -0.347
C 2.613 -0.601 -1.946
C 3.332 -0.338 -3.145
C 3.720 0.932 -3.430
C 3.413 1.987 -2.535
C 3.801 3.328 -2.757
C 3.484 4.298 -1.850
C 2.764 3.963 -0.681
C 2.373 2.675 -0.447
C 2.689 1.657 -1.376
N 2.305 0.371 -1.113
H 1.026 -5.543 -0.654
H 2.882 -5.218 -2.261
H 3.612 -2.955 -2.841
H -0.057 -3.600 0.388
H 3.545 -1.143 -3.832
H 4.262 1.151 -4.343
H 4.360 3.570 -3.653
H 3.789 5.322 -2.018
H 2.533 4.735 0.041
H 1.833 2.413 0.456
S -0.696 -1.781 2.469
C 0.903 -1.328 2.994
C 1.471 -1.752 4.202
C 2.759 -1.379 4.511
C 3.489 -0.584 3.626
C 2.875 -0.193 2.461
N 1.618 -0.548 2.163
H 0.888 -2.378 4.862
H 3.208 -1.708 5.439
H 4.503 -0.282 3.838
H 3.384 0.418 1.725
N -5.367 -2.910 0.011
C -4.260 -2.587 -0.888
C -3.055 -2.175 -0.057
N -3.487 -1.111 0.889
H -6.263 -2.814 -0.448
H -4.428 -1.370 1.210
H -5.304 -3.860 0.355
H -4.563 -1.752 -1.522
H -3.966 -3.409 -1.545
H -2.257 -1.781 -0.685
H -2.663 -3.013 0.519
H -2.848 -0.991 1.685
H -3.511 -0.192 0.392

Which structure is the least stable? The one labeled version Q.

Version P
99
Properties=species:S:1:pos:R:3 method="wB97M-V/def2-TZVPD" spin_multiplicity=5 total_charge=+1 homo_lumo_gap_ev="6.882 / 6.783" e_lumo_ev="-2.068 / -2.159"
Cr 0.351 -0.126 0.440
C 5.036 -1.183 1.658
N 4.663 -0.609 0.370
C 5.523 -0.930 -0.758
C 3.474 -0.013 0.229
O 2.674 0.156 1.148
C 3.054 0.464 -1.163
O 1.777 1.062 -1.070
C 1.805 2.447 -0.761
C 0.644 2.779 0.163
O -0.027 1.867 0.681
N 0.388 4.060 0.418
C -0.681 4.434 1.338
C 1.121 5.180 -0.148
H 6.027 -0.828 1.941
H 5.059 -2.273 1.590
H 4.314 -0.884 2.410
H 6.551 -0.978 -0.405
H 5.476 -0.164 -1.529
H 5.263 -1.897 -1.197
H 2.962 -0.393 -1.834
H 3.781 1.156 -1.595
H 1.710 3.008 -1.691
H 2.735 2.712 -0.248
H -1.161 3.544 1.727
H -1.414 5.046 0.809
H -0.262 5.012 2.162
H 1.903 4.856 -0.826
H 1.577 5.762 0.655
H 0.432 5.825 -0.695
O -0.756 -0.278 -1.622
C -0.528 -1.485 -2.311
C 0.486 -2.357 -1.609
C 0.894 -3.551 -2.194
C 1.776 -4.370 -1.517
C 2.232 -3.980 -0.263
C 1.789 -2.781 0.249
N 0.936 -1.979 -0.410
H -0.595 0.525 -2.168
H -0.199 -1.303 -3.337
H -1.465 -2.049 -2.361
H 0.506 -3.827 -3.165
H 2.098 -5.306 -1.954
H 2.904 -4.598 0.316
H 2.103 -2.429 1.224
C 0.092 -4.144 3.341
Si -1.396 -3.352 2.481
C -2.920 -3.827 3.477
C -1.587 -4.190 0.796
Si -1.129 -1.036 2.274
Si -0.266 -0.261 4.301
C 1.557 -0.735 4.411
C -0.335 1.625 4.363
C -1.128 -0.929 5.834
Si -3.288 -0.192 1.978
C -4.097 -1.074 0.512
C -4.437 -0.349 3.462
C -3.261 1.649 1.546
H 0.120 -5.220 3.154
H 0.027 -3.998 4.422
H 1.044 -3.720 3.017
H -2.942 -4.905 3.658
H -3.836 -3.565 2.945
H -2.940 -3.321 4.445
H -1.820 -5.250 0.929
H -0.672 -4.129 0.204
H -2.394 -3.741 0.213
H 2.102 -0.339 3.550
H 1.690 -1.819 4.429
H 2.010 -0.328 5.319
H 0.176 2.051 3.495
H 0.156 1.997 5.266
H -1.363 1.995 4.365
H -1.035 -2.016 5.896
H -2.194 -0.690 5.830
H -0.692 -0.506 6.743
H -4.289 -2.125 0.740
H -3.435 -1.050 -0.359
H -5.050 -0.613 0.242
H -4.557 -1.385 3.781
H -5.429 0.049 3.230
H -4.045 0.212 4.313
H -2.587 1.849 0.712
H -2.920 2.242 2.397
H -4.266 1.995 1.284
O -0.584 2.213 -2.588
S -1.812 3.076 -2.348
C -2.502 3.384 -4.006
C -3.918 2.819 -4.036
C -3.874 1.558 -3.175
C -3.195 1.997 -1.886
H -1.827 2.825 -4.657
H -2.428 4.443 -4.243
H -4.237 2.624 -5.060
H -4.622 3.534 -3.605
H -3.291 0.776 -3.668
H -4.867 1.158 -2.976
H -2.780 1.202 -1.270
H -3.857 2.602 -1.263

Version Q
99
Properties=species:S:1:pos:R:3 method="wB97M-V/def2-TZVPD" spin_multiplicity=5 total_charge=+1 homo_lumo_gap_ev="5.849 / 6.435" e_lumo_ev="-2.125 / -2.196"
Cr 0.278 -0.444 0.136
C 4.582 -1.264 2.104
N 4.493 -0.597 0.802
C 5.658 -0.729 -0.071
C 3.318 -0.142 0.364
O 2.284 -0.145 1.045
C 3.211 0.365 -1.075
O 1.954 0.979 -1.271
C 1.888 2.309 -0.784
C 0.638 2.525 0.070
O -0.025 1.560 0.475
N 0.281 3.780 0.339
C -0.950 4.058 1.075
C 1.065 4.962 0.006
H 5.389 -0.821 2.686
H 4.787 -2.326 1.962
H 3.646 -1.146 2.639
H 6.544 -0.817 0.552
H 5.786 0.145 -0.705
H 5.589 -1.618 -0.702
H 3.253 -0.488 -1.754
H 4.024 1.044 -1.338
H 1.868 2.983 -1.640
H 2.768 2.546 -0.178
H -1.432 3.130 1.357
H -1.620 4.644 0.443
H -0.719 4.629 1.974
H 1.937 4.728 -0.592
H 1.399 5.452 0.921
H 0.443 5.666 -0.547
O -1.516 -0.856 -1.161
C -1.402 -2.043 -1.913
C -0.085 -2.742 -1.680
C 0.227 -3.880 -2.414
C 1.393 -4.566 -2.153
C 2.224 -4.094 -1.146
C 1.855 -2.953 -0.469
N 0.728 -2.268 -0.725
H -1.373 -0.063 -1.743
H -1.536 -1.849 -2.981
H -2.201 -2.718 -1.593
H -0.465 -4.219 -3.175
H 1.647 -5.457 -2.713
H 3.136 -4.608 -0.875
H 2.461 -2.577 0.344
C 1.010 -3.704 2.918
Si -0.831 -3.311 2.691
C -1.702 -3.939 4.234
C -1.484 -4.383 1.283
Si -1.083 -1.041 2.229
Si -0.385 0.066 4.159
C 1.443 -0.270 4.467
C -0.514 1.939 3.987
C -1.277 -0.391 5.748
Si -3.356 -0.624 1.935
C -4.209 -1.585 0.557
C -4.395 -0.952 3.466
C -3.600 1.197 1.484
H 1.275 -4.682 2.501
H 1.268 -3.713 3.980
H 1.636 -2.946 2.437
H -1.562 -5.019 4.350
H -2.777 -3.746 4.185
H -1.321 -3.456 5.135
H -1.425 -5.442 1.551
H -0.914 -4.246 0.359
H -2.530 -4.150 1.071
H 2.043 0.156 3.657
H 1.650 -1.343 4.517
H 1.768 0.181 5.409
H 0.118 2.282 3.162
H -0.174 2.430 4.903
H -1.538 2.266 3.789
H -1.197 -1.460 5.953
H -2.339 -0.146 5.705
H -0.844 0.147 6.598
H -4.028 -2.660 0.639
H -3.875 -1.264 -0.432
H -5.290 -1.430 0.625
H -4.380 -2.013 3.728
H -5.439 -0.662 3.304
H -4.023 -0.397 4.329
H -2.951 1.463 0.640
H -3.348 1.854 2.322
H -4.639 1.396 1.201
O -1.084 1.328 -2.508
S -1.770 2.662 -2.261
C -1.647 3.582 -3.814
C -3.026 4.188 -4.042
C -4.009 3.050 -3.763
C -3.568 2.418 -2.441
H -1.398 2.826 -4.561
H -0.837 4.307 -3.742
H -3.122 4.583 -5.052
H -3.196 5.014 -3.346
H -3.952 2.314 -4.566
H -5.038 3.402 -3.707
H -3.730 1.342 -2.375
H -4.032 2.891 -1.575

Which structure is the least stable? The one labeled version Q.

Version P
12
Properties=species:S:1:pos:R:3 method="wB97M-V/def2-TZVPD" spin_multiplicity=1 homo_lumo_gap_ev=9.707 e_lumo_ev=0.692
C 1.519 0.642 -0.185
C 0.365 1.568 -0.206
C 1.200 -0.621 -0.207
C -0.789 1.087 0.168
C 0.380 -1.628 -0.219
C -1.612 0.141 0.533
F -2.329 -0.571 -0.374
H 2.517 1.043 -0.142
H 0.538 2.588 -0.501
H 0.138 -2.182 -1.110
H 0.101 -2.101 0.714
H -2.028 0.034 1.529

Version Q
12
Properties=species:S:1:pos:R:3 method="wB97M-V/def2-TZVPD" smiles="C#C/C=C(/F)C=C" spin_multiplicity=1 homo_lumo_gap_ev=8.518 e_lumo_ev=-0.022
C 1.132 -0.697 0.030
C 1.379 0.826 -0.178
C 0.406 1.823 0.075
C -0.019 -1.410 0.012
C -1.263 -0.795 -0.348
C -2.402 -0.445 -0.036
H 2.408 1.151 -0.136
H 0.553 2.786 -0.174
H -0.612 1.486 0.158
H -0.228 -2.563 0.030
H -3.535 -0.651 0.574
F 2.182 -1.511 -0.007

Which structure is the least stable? The one labeled version Q.

Version P
21
Properties=species:S:1:pos:R:3 method="wB97M-V/def2-TZVPD" smiles="C[C@H]1C[C@H]1C(=O)C1CC1" spin_multiplicity=1 homo_lumo_gap_ev=10.262 e_lumo_ev=1.012
C 2.323 1.293 -0.114
C 2.201 -0.184 -0.461
C 1.971 -1.103 0.671
C 0.797 -0.858 -0.483
C -0.251 -0.079 0.096
C -1.753 -0.392 -0.440
C -2.737 0.779 -0.316
C -2.873 -0.421 0.560
H 3.516 1.705 -0.492
H 2.332 1.535 1.057
H 1.327 1.886 -0.667
H 2.678 -0.936 -1.120
H 2.198 -2.243 1.085
H 1.672 -0.398 1.575
H 0.687 -1.394 -1.537
H -1.914 -1.160 -1.107
H -2.719 1.768 0.181
H -3.305 1.050 -1.278
H -2.635 -0.488 1.564
H -3.605 -1.124 0.331
O 0.091 0.764 0.896

Version Q
21
Properties=species:S:1:pos:R:3 method="wB97M-V/def2-TZVPD" smiles=CCc1ccccc1.O spin_multiplicity=1 homo_lumo_gap_ev=9.752 e_lumo_ev=0.790
C 0.625 -4.686 1.378
C 1.126 -3.627 2.035
C 0.133 -4.691 0.058
C 1.286 -2.516 1.277
C 0.072 -3.461 -0.610
C 0.738 -2.365 -0.013
C 0.000 0.000 0.000
C 0.721 -1.018 -0.800
H 0.491 -5.619 1.942
H 1.528 -3.678 3.055
H -0.208 -5.645 -0.367
H 1.732 -1.685 1.838
H -0.391 -3.391 -1.603
H -1.078 -0.227 0.061
H 0.126 0.988 -0.474
H 0.408 0.047 1.024
H 0.206 -1.118 -1.775
H 1.753 -0.671 -0.999
O -4.316 0.056 1.483
H -3.842 -0.532 2.114
H -3.906 0.941 1.615

Which structure is the least stable? The one labeled version P.